*i*
Computed, not measured: 15 unconnected molecules or ions with the total composition C7H40O14, with wB97M-V/def2-TZVPD.

The calculation puts the lowest unoccupied orbital energy at -0.53 eV.

The geometry in ORCA input format:
```
! RIJCOSX wB97M-V def2-TZVPD def2/J DEFGRID3
* xyz 0 1
C 1.5704 4.0373 1.1744
C 1.6664 2.6790 0.5347
C 0.3005 2.0669 0.3095
C -0.5054 2.4767 -0.7382
C -0.1280 0.9968 1.1729
C -0.5535 1.4222 2.5719
C 0.3830 1.5721 3.4890
H 0.8681 4.2357 2.0396
H 2.5554 4.3890 1.3450
H 0.9749 4.7365 0.4570
H 2.0684 1.8872 1.2402
H 2.0696 2.6546 -0.4338
H -1.3815 1.7357 -1.0381
H -0.3271 3.2253 -1.6174
H 0.7338 0.2861 1.1888
H -0.9956 0.3371 0.7901
H -1.5641 1.7586 2.7629
H 0.1173 1.9227 4.4529
H 1.3899 1.5901 3.2994
H 0.3520 -1.1638 -1.8671
H 0.0819 0.3207 -2.0139
O -0.3573 -0.4534 -1.6727
H 1.9377 -2.2505 -2.2311
H 1.7485 -2.9457 -3.6499
O 1.8348 -2.0707 -3.1518
H 3.0015 -0.2368 -2.9194
H 2.4593 1.1627 -3.4742
O 3.0189 0.7748 -2.7989
H -2.9762 -0.0846 -4.4871
H -1.5895 -0.2112 -3.8693
O -2.2873 -0.7065 -4.3033
H 4.6903 0.5579 -1.6940
H 3.8428 -0.3419 -0.8671
O 4.6133 -0.3653 -1.4323
H -3.8088 -0.5456 1.9230
H -3.3717 -0.9294 0.5580
O -3.1786 -0.3157 1.2856
H 1.2635 -2.4480 -0.1840
H 2.7534 -2.2996 -0.0965
O 2.0556 -2.1176 -0.7114
H -1.5302 -3.0317 0.6927
H -2.7828 -3.3152 1.4132
O -2.4155 -3.4652 0.6217
H 3.4156 -3.1307 2.9365
H 3.6725 -1.7162 3.2568
O 3.6085 -2.2729 2.5383
H -2.6135 -1.5967 -2.1025
H -2.8853 -2.6697 -1.1619
O -3.2846 -1.8837 -1.5219
H -3.0484 1.3147 0.9219
H -2.3405 2.5128 0.7087
O -3.1918 2.1760 0.7541
H 2.1763 -4.1647 1.6827
H 1.4221 -4.9716 0.6879
O 2.1102 -4.3102 0.6913
H -2.4372 -0.7596 3.0550
H -3.4225 -0.3157 4.1442
O -2.8903 -1.0851 3.8116
H -3.3767 1.1472 -2.4797
H -2.6588 2.5344 -2.8832
O -2.8536 1.6643 -3.1104
*
```



*ii*
Computed, not measured: 15 unconnected molecules or ions with the total composition C7H40O14, with wB97M-V/def2-TZVPD.

The calculation puts the lowest unoccupied orbital energy at 0.04 eV.

The geometry in ORCA input format:
```
! RIJCOSX wB97M-V def2-TZVPD def2/J DEFGRID3
* xyz 0 1
C 0.0338 -0.6253 -0.3981
C 0.4129 -0.1799 1.0313
C 1.1805 1.1598 1.1224
C 2.0664 1.4308 2.2908
C 2.7892 2.5241 2.5018
C 3.0617 -0.5523 3.3559
C 2.1233 0.3863 3.3766
H -0.9406 -1.0907 -0.4017
H 0.7895 -1.3025 -0.7898
H -0.1009 0.1412 -1.1651
H -0.3995 -0.1386 1.7392
H 1.1339 -0.9790 1.2615
H 0.3679 1.8876 0.9960
H 1.7531 1.2453 0.1881
H 2.8741 3.3977 1.8800
H 3.4932 2.5186 3.3209
H 3.7350 -0.7081 2.5202
H 3.1465 -1.2825 4.1550
H 1.3276 0.2611 4.0997
H 1.8508 -1.8763 -2.9021
H 1.2286 -0.4651 -2.7262
O 1.0944 -1.3322 -3.1190
H -1.4859 2.1210 -2.2884
H -2.8162 1.9743 -2.8880
O -2.4192 2.2580 -2.0539
H -1.2159 -3.5092 2.3494
H -0.1575 -2.6730 1.8938
O -0.5710 -3.5064 1.6250
H 4.2361 -1.1070 0.2452
H 2.8324 -1.5416 0.2861
O 3.3638 -0.8011 -0.0341
H -2.4625 3.1704 0.0059
H -2.3468 2.7918 1.4161
O -1.8360 2.7235 0.5989
H 0.0699 -3.7720 -0.6496
H 0.1087 -5.2203 -0.9473
O 0.4623 -4.3899 -1.2803
H -0.4812 4.4887 -3.1319
H 0.5344 3.4028 -2.9699
O -0.4194 3.5841 -2.8126
H -3.3493 -0.7315 0.9982
H -3.7064 -2.1378 0.7739
O -4.0687 -1.3635 1.2374
H -2.4805 -1.5490 2.6205
H -2.1837 -1.4932 4.1130
O -1.8112 -1.7949 3.2790
H -2.5132 1.1601 -0.1572
H -3.1846 0.1641 -1.1108
O -2.6015 0.2120 -0.3589
H -1.7766 -3.2163 -1.0722
H -2.2368 -3.8911 0.0984
O -2.5478 -3.1916 -0.4883
H 1.1475 3.1636 -0.6040
H 1.6659 4.3764 -1.3620
O 1.5715 3.4213 -1.4292
H -2.2928 -0.3242 -3.4490
H -2.5764 -0.6832 -4.8854
O -2.9071 -0.1375 -4.1694
H 2.4794 1.0066 -1.1554
H 2.3110 1.7049 -2.4838
O 2.6437 0.8911 -2.0963
*
```



What should be chosen as the least stable of them? Choose *i*.



*i*
Computed, not measured: a single C5H2O molecule, with wB97M-V/def2-TZVPD.

The calculation puts the lowest unoccupied orbital energy at -0.55 eV.

The geometry in ORCA input format:
```
! RIJCOSX wB97M-V def2-TZVPD def2/J DEFGRID3
* xyz 0 1
O -0.8576 0.8938 1.5722
C 0.0373 0.0905 1.6618
C 0.5785 -0.6594 0.5253
C 1.2198 -1.4247 -0.2819
C 0.1635 -0.6536 -1.0577
C -0.6176 -0.1363 -1.8375
H 0.5316 -0.1536 2.6229
H -1.3096 0.3311 -2.5063
*
```



*ii*
Computed, not measured: a single C5H2O molecule, with wB97M-V/def2-TZVPD.

The calculation puts the lowest unoccupied orbital energy at -0.65 eV. The SMILES is C#CC#CC=O.

The geometry in ORCA input format:
```
! RIJCOSX wB97M-V def2-TZVPD def2/J DEFGRID3
* xyz 0 1
C -2.9356 -0.3264 -0.0284
C -1.7353 -0.1193 -0.0272
C -0.3434 0.0058 -0.0309
C 0.8627 0.0933 -0.0911
C 2.3328 0.2389 -0.0008
O 3.1022 -0.7144 -0.0148
H -3.9817 -0.4428 0.1246
H 2.6983 1.2650 0.0686
*
```



What should be chosen as the least stable of them? Choose *i*.



*i*
Computed, not measured: 2 unconnected molecules or ions with the total composition C2H9NOSi, with wB97M-V/def2-TZVPD.

The calculation puts the lowest unoccupied orbital energy at 0.80 eV.

The geometry in ORCA input format:
```
! RIJCOSX wB97M-V def2-TZVPD def2/J DEFGRID3
* xyz 0 1
C 1.9754 0.3883 -0.1681
C 0.7163 -0.3764 0.0599
N -0.4855 0.3879 -0.0660
O 0.6850 -1.5426 -0.4188
Si -2.1402 -0.0046 0.0106
H 2.0439 0.9968 0.6717
H 2.7933 -0.3318 -0.0528
H 1.9937 0.8890 -1.1046
H 0.6968 -0.5927 1.9077
H -0.2677 1.3034 -0.3308
H -0.1590 -1.9122 -0.3105
H -2.2860 -0.7934 1.1533
H -2.7380 -1.0268 -0.9682
H -3.0586 1.0857 0.2245
*
```



*ii*
Computed, not measured: a single C2H9NOSi molecule, with wB97M-V/def2-TZVPD.

The calculation puts the lowest unoccupied orbital energy at 0.92 eV. The SMILES is CN(C)O[SiH3].

The geometry in ORCA input format:
```
! RIJCOSX wB97M-V def2-TZVPD def2/J DEFGRID3
* xyz 0 1
C 0.8638 1.2937 0.1156
N 0.3946 -0.0602 -0.2300
C 1.4704 -0.9758 -0.1029
O -0.7209 -0.4987 0.5280
Si -2.4023 -0.1649 -0.0706
H 0.0954 2.0161 -0.1388
H 0.8837 1.4116 1.1782
H 1.9245 1.3903 -0.2684
H 1.5219 -1.9687 -0.7174
H 2.4257 -0.5191 -0.5551
H 1.8676 -1.2415 0.9242
H -2.5091 -0.6879 -1.4043
H -2.8896 -1.1202 0.8504
H -2.9256 1.1255 -0.1089
*
```



What should be chosen as the least stable of them? Choose *i*.



*i*
Computed, not measured: a single C4H14N4 molecule, with wB97M-V/def2-TZVPD.

The calculation puts the lowest unoccupied orbital energy at 1.05 eV. The SMILES is CNNC[C@@H](C)NN.

The geometry in ORCA input format:
```
! RIJCOSX wB97M-V def2-TZVPD def2/J DEFGRID3
* xyz 0 1
C 0.5612 -0.2836 2.9836
N -0.1820 -0.4700 1.7402
N -0.1370 0.6877 0.9038
C 0.9436 0.5624 -0.0903
C 0.3704 -0.1440 -1.3084
C 0.2925 -1.6409 -1.1710
N -1.2573 0.4700 -1.3598
N -1.4412 1.7242 -2.0134
H 1.6064 -0.1304 2.7424
H 0.2104 0.5697 3.5802
H 0.4885 -1.2025 3.5724
H -1.1510 -0.6893 1.9422
H -1.1245 0.7297 0.1138
H 1.8063 0.0301 0.3189
H 1.2341 1.5827 -0.3596
H 0.7801 0.1944 -2.2677
H -0.2397 -2.0933 -2.0083
H 1.2993 -2.0580 -1.1199
H -0.1881 -1.8999 -0.2271
H -1.8828 -0.1983 -1.7996
H -1.1725 2.4515 -1.3544
H -0.8167 1.8077 -2.8179
*
```



*ii*
Computed, not measured: a single C4H14N4 molecule, with wB97M-V/def2-TZVPD.

The calculation puts the lowest unoccupied orbital energy at 0.86 eV. The SMILES is CN[C@](C)(N)CNN.

The geometry in ORCA input format:
```
! RIJCOSX wB97M-V def2-TZVPD def2/J DEFGRID3
* xyz 0 1
C 1.5164 -1.7264 1.3217
N 1.0541 -1.2380 0.0375
C 0.1571 -0.0829 0.0330
C 0.9130 1.1518 0.5252
N -1.0507 -0.2298 0.8455
C -0.2743 0.0934 -1.4494
N -0.9466 1.3237 -1.8132
N -2.1900 1.5714 -1.1698
H 2.1461 -2.5969 1.1458
H 0.7097 -2.0221 2.0116
H 2.1227 -0.9615 1.8041
H 0.6218 -1.9999 -0.4762
H 0.2729 2.0277 0.4640
H 1.2111 1.0308 1.5632
H 1.8011 1.2997 -0.0822
H -1.5345 -1.0932 0.6190
H -0.8226 -0.2419 1.8336
H 0.6226 0.0189 -2.0677
H -0.9438 -0.7337 -1.7154
H -0.3473 2.1228 -1.6263
H -2.8881 0.9844 -1.6213
H -2.1509 1.3015 -0.1828
*
```



What should be chosen as the least stable of them? Choose *i*.



*i*
Computed, not measured: 2 unconnected molecules or ions with the total composition C9H9N3O2, with wB97M-V/def2-TZVPD.

The calculation puts the lowest unoccupied orbital energy at 0.47 eV. The SMILES is O=c1cc[nH]c(=O)[nH]1.c1ccncc1.

The geometry in ORCA input format:
```
! RIJCOSX wB97M-V def2-TZVPD def2/J DEFGRID3
* xyz 0 1
O 1.8012 2.3916 0.1669
C 2.3637 1.2781 0.2192
C 1.9185 0.3342 1.1926
C 2.4622 -0.8577 1.2413
N 3.5784 -1.2219 0.4859
C 3.9959 -0.4250 -0.6125
O 4.7445 -0.8187 -1.4608
N 3.4124 0.8024 -0.6244
H 1.0972 0.5203 1.7859
H 1.9996 -1.7071 1.8271
H 3.8286 -2.2767 0.3726
H 3.8914 1.4683 -1.2722
C -3.6115 1.1602 -0.2457
C -4.3353 0.1267 0.2232
C -3.9017 -1.2322 0.0376
N -2.7172 -1.3781 -0.5339
C -1.9682 -0.4697 -0.8900
C -2.3567 0.8829 -0.8816
H -3.9141 2.1957 0.0283
H -5.2506 0.5572 0.8234
H -4.6022 -2.1623 0.4534
H -1.0244 -0.7488 -1.3109
H -1.4118 1.5807 -1.0254
*
```



*ii*
Computed, not measured: 2 unconnected molecules or ions with the total composition C9H9N3O2, with wB97M-V/def2-TZVPD.

The calculation puts the lowest unoccupied orbital energy at 0.39 eV. The SMILES is O=c1cc[nH]c(=O)[nH]1.c1ccncc1.

The geometry in ORCA input format:
```
! RIJCOSX wB97M-V def2-TZVPD def2/J DEFGRID3
* xyz 0 1
O 1.1964 -1.7009 2.3066
C 1.5469 -0.8615 1.5244
C 2.5669 0.1553 1.5942
C 2.9043 0.8409 0.4799
N 2.2460 0.6891 -0.7573
C 1.4450 -0.4185 -1.0565
O 1.1463 -0.8453 -2.1531
N 1.1156 -1.0927 0.1625
H 3.1650 0.2065 2.5939
H 3.6526 1.5957 0.5453
H 2.6205 1.2950 -1.5216
H 0.2382 -1.7581 0.1052
C -2.9076 0.7619 0.3683
C -2.0421 1.3958 -0.4467
C -1.2503 0.7769 -1.3964
N -1.4124 -0.6381 -1.5889
C -2.2212 -1.1648 -0.6395
C -2.8495 -0.6128 0.4431
H -3.6067 1.1396 1.0329
H -1.7858 2.4363 -0.2924
H -0.3478 1.3179 -1.8706
H -2.1120 -2.3130 -0.5605
H -3.3084 -1.2051 1.1275
*
```



What should be chosen as the least stable of them? Choose *ii*.